Entry 1:
The following is a DFT calculation (the ωB97M-V functional and the def2-TZVPD basis) of a molecular structure, C40H36F3N2O3P2S3Sc.

```
90
C40H36F3N2O3P2S3Sc | OMol25 | the ωB97M-V functional and the def2-TZVPD basis
Sc -0.22646 -1.37679 2.16575
C -0.70038 -0.98109 5.44102
C -1.18971 0.46669 5.36357
C -0.04418 1.43273 5.67263
C -1.83817 0.72782 4.01841
C -1.11830 1.20471 2.91809
C -1.77098 1.52610 1.72134
C -3.14029 1.35597 1.58314
C -3.86427 1.70825 0.30953
C -3.84560 0.85742 2.67653
C -3.21009 0.54371 3.86225
H -0.13329 -1.15713 6.35619
H -0.01085 -1.16520 4.61721
H -1.51670 -1.69328 5.38540
H -1.96652 0.60129 6.11951
H 0.83888 1.20219 5.07132
H 0.24106 1.34407 6.72249
H -0.33592 2.46969 5.48674
H -0.08775 1.50588 3.04573
H -1.20634 1.95604 0.90635
H -4.58680 2.50798 0.48611
H -4.42001 0.84512 -0.06923
H -3.17079 2.04215 -0.45831
H -4.91958 0.72093 2.59603
H -3.79067 0.16971 4.69933
S 1.23545 -3.21620 3.00058
C 2.50489 -2.03849 2.80772
S 1.99864 -0.37512 2.81201
C 3.81249 -2.39885 2.62944
C 4.19135 -3.78138 2.56196
N 4.49978 -4.88902 2.48739
C 4.84355 -1.41816 2.44659
N 5.67350 -0.63264 2.29613
F -4.14425 -2.78818 -0.05285
C -4.19987 -2.95782 1.27174
F -4.62049 -4.17947 1.54546
F -5.03629 -2.06937 1.79719
S -2.51461 -2.73002 1.97224
O -2.63256 -2.45804 3.38079
O -1.72837 -3.86835 1.60123
O -2.02026 -1.49729 1.27335
C -0.47511 0.21399 -1.92115
P 0.39802 -0.54225 -0.47988
C 0.15902 -2.32793 -0.87102
C -0.99664 -2.82207 -1.48064
C -1.14904 -4.18080 -1.69717
C -0.16714 -5.07181 -1.28092
C 0.96969 -4.59970 -0.65045
C 1.13352 -3.23547 -0.45069
C 2.15386 -0.33350 -0.95035
C 2.70646 -1.06320 -2.00491
C 4.03004 -0.86993 -2.36939
C 4.81006 0.05563 -1.68945
C 4.25935 0.81117 -0.66655
C 2.93273 0.62365 -0.30562
P -0.64315 2.06716 -1.96868
C -1.32241 2.26421 -3.66998
C -1.25129 3.53711 -4.24486
C -1.76832 3.77593 -5.50757
C -2.37714 2.74726 -6.21836
C -2.47200 1.48745 -5.65100
C -1.95300 1.24737 -4.38157
C 1.05353 2.70372 -2.24723
C 1.50884 3.70332 -1.39082
C 2.74796 4.30227 -1.59661
C 3.53709 3.89740 -2.66101
C 3.09453 2.88964 -3.51404
C 1.85861 2.30019 -3.31261
H -1.50777 -0.13354 -1.85255
H -0.01976 -0.18092 -2.82820
H -1.78787 -2.15230 -1.79239
H -2.04748 -4.54732 -2.17739
H -0.30020 -6.13582 -1.43763
H 1.73384 -5.28368 -0.30332
H 2.04681 -2.87396 -0.00149
H 2.10834 -1.79997 -2.52711
H 4.45733 -1.45064 -3.17844
H 5.85420 0.18454 -1.95152
H 4.86745 1.52697 -0.12828
H 2.50436 1.21168 0.49175
H -0.77147 4.34287 -3.69932
H -1.69321 4.76622 -5.94121
H -2.78027 2.93081 -7.20682
H -2.94729 0.68065 -6.19672
H -2.04739 0.25363 -3.96063
H 0.88023 4.01836 -0.56367
H 3.09130 5.08311 -0.92837
H 4.49887 4.36622 -2.83058
H 3.71863 2.56854 -4.33966
H 1.51403 1.52719 -3.99201
```

Output
LUMO   -0.0246 hartree
Net charge   0
2S+1   1
Relative energy (zero: lowest compared OMol25 entry of this formula, charge and spin)   125.1 kJ/mol
HOMO   -8.26 eV
Kohn-Sham gap   7.59 eV

How is the electron density shared among the atoms? According to Mulliken, the charges in e are: Sc 0.182; C -0.956; C 0.345; C -1.574; C 0.706; C -0.771; C -0.379; C 0.796; C -1.367; C -0.494; C -0.811; H 0.562; H 0.050; H 0.120; H 0.538; H 0.187; H 0.467; H 0.388; H 0.643; H 0.575; H 0.435; H 0.324; H 0.041; H 0.442; H 0.381; S -0.486; C 0.769; S -0.614; C 0.845; C -0.206; N -0.548; C -0.123; N -0.574; F -0.184; C 0.597; F -0.195; F -0.162; S 1.132; O -0.626; O -0.572; O -0.267; C -1.730; P 1.891; C 0.441; C -0.825; C -0.435; C -0.721; C -0.863; C -0.582; C 1.175; C -0.655; C -0.933; C -0.683; C -0.720; C -0.737; P 0.094; C 0.524; C -0.490; C -0.616; C -0.479; C -0.676; C -0.361; C 0.345; C -0.435; C -0.604; C -0.524; C -0.708; C -0.207; H 0.564; H 0.972; H 0.182; H 0.442; H 0.374; H 0.491; H 0.595; H 0.506; H 0.429; H 0.428; H 0.485; H 0.483; H 0.380; H 0.389; H 0.381; H 0.400; H 0.405; H 0.382; H 0.428; H 0.398; H 0.428; H 0.353

Entry 2:
The following is a DFT calculation (the ωB97M-V functional and the def2-TZVPD basis) of a molecular structure, C40H36O2P2S2V.

```
83
C40H36O2P2S2V | OMol25 | the ωB97M-V functional and the def2-TZVPD basis
V 0.06439 0.01797 -0.71595
O 0.82229 0.16547 2.28215
S -0.17211 -0.46623 1.45315
C 0.17849 -2.23683 1.50365
C -0.43281 -3.19843 2.28095
C 0.08509 -4.48913 2.28025
C 1.22869 -4.78643 1.55545
C 1.84819 -3.80893 0.79065
C 1.30309 -2.53133 0.72235
P 2.02709 -1.20943 -0.32705
C 3.67169 -0.91873 0.36015
C 4.81899 -1.09603 -0.41695
C 6.06089 -0.96443 0.17755
C 6.16619 -0.60873 1.51465
C 5.02279 -0.39293 2.27315
C 3.77329 -0.54533 1.70495
C 2.15659 -1.82733 -2.03865
C 2.91579 -2.93383 -2.41955
C 3.00449 -3.28573 -3.75595
C 2.34179 -2.54573 -4.72255
C 1.57549 -1.44623 -4.35645
C 1.48619 -1.08673 -3.02235
C -1.76021 0.17507 2.03585
C -2.57911 -0.28673 3.04495
C -3.69071 0.47197 3.39925
C -3.97551 1.66117 2.74935
C -3.13771 2.13337 1.74685
C -2.00431 1.40107 1.40365
P -0.74341 1.98247 0.21155
C -1.54671 3.15167 -0.90185
C -1.87121 4.44197 -0.48135
C -2.53761 5.28447 -1.35445
C -2.85151 4.85637 -2.63675
C -2.49451 3.58497 -3.06585
C -1.84351 2.72747 -2.19815
C 0.54569 2.84957 1.12795
C 0.31379 3.49577 2.33945
C 1.35139 4.17837 2.95075
C 2.61039 4.20347 2.36875
C 2.84419 3.55007 1.16585
C 1.81529 2.87167 0.54015
H -1.28541 -2.96083 2.89705
H -0.39791 -5.25503 2.86785
H 1.64039 -5.78393 1.58455
H 2.75549 -4.04023 0.25485
H 4.74759 -1.34383 -1.46565
H 6.95099 -1.13513 -0.40725
H 7.13979 -0.47913 1.96165
H 5.10409 -0.10063 3.30865
H 2.88479 -0.35913 2.29235
H 3.45249 -3.51143 -1.68265
H 3.60129 -4.13813 -4.04165
H 2.42899 -2.81743 -5.76255
H 1.06889 -0.87013 -5.11685
H 0.91829 -0.16903 -2.74615
H -2.36521 -1.19663 3.57955
H -4.32571 0.13157 4.20055
H -4.84121 2.23627 3.03795
H -3.34711 3.07337 1.25495
H -1.59331 4.78097 0.50875
H -2.80281 6.28147 -1.03565
H -3.36811 5.52177 -3.31015
H -2.71941 3.27347 -4.07405
H -1.54511 1.72517 -2.51985
H -0.66721 3.47207 2.79475
H 1.17769 4.69667 3.88085
H 3.41449 4.73117 2.85665
H 3.82679 3.58357 0.72115
H 1.98159 2.36927 -0.41885
O -1.33181 -1.16273 -0.89435
S -2.25091 -1.64403 -2.05445
C -3.14071 -3.00963 -1.24405
C -4.21091 -2.34083 -0.40075
C -4.82821 -1.28243 -1.30505
C -3.66401 -0.48813 -1.88245
H -2.42231 -3.60513 -0.68335
H -3.57511 -3.62863 -2.03015
H -3.76901 -1.86493 0.47935
H -4.94331 -3.07403 -0.06785
H -5.49901 -0.62633 -0.75095
H -5.40281 -1.75673 -2.10235
H -3.30941 0.28657 -1.19715
H -3.87871 -0.05833 -2.85715
```

Output
LUMO (alpha / beta)   -0.3588 / -0.3408 hartree
Net charge   +3
2S+1   3
HOMO (alpha / beta)   -16.46 / -16.46 eV
Kohn-Sham gap (alpha / beta)   6.70 / 7.18 eV

How is the electron density shared among the atoms? According to Mulliken, the charges in e are: V -0.244; O -0.693; S 0.893; C 1.536; C -0.550; C -1.021; C -0.923; C -0.781; C -0.515; P 2.124; C 0.817; C -0.500; C -0.778; C -0.599; C -0.914; C -0.619; C 0.677; C -0.341; C -0.809; C -0.721; C -1.153; C -0.168; C 0.433; C -0.449; C -0.984; C -0.815; C -0.757; C 0.053; P 1.136; C 0.848; C -0.481; C -0.795; C -0.691; C -0.896; C -0.281; C 1.345; C -0.505; C -0.895; C -0.607; C -0.849; C -0.308; H 0.389; H 0.498; H 0.490; H 0.463; H 0.558; H 0.454; H 0.459; H 0.500; H 0.524; H 0.423; H 0.488; H 0.448; H 0.516; H 0.562; H 0.546; H 0.496; H 0.529; H 0.549; H 0.540; H 0.464; H 0.439; H 0.486; H 0.205; H 0.515; H 0.472; H 0.467; H 0.512; H 0.244; O -0.322; S 0.178; C -0.808; C -0.151; C -0.912; C 0.213; H 0.373; H 0.543; H -0.037; H 0.514; H 0.405; H 0.354; H -0.418; H 0.609

Entry 3:
The following is a DFT calculation (the ωB97M-V functional and the def2-TZVPD basis) of a molecular structure, C40H37BrF4N6OPS3Tc.

```
94
C40H37BrF4N6OPS3Tc | OMol25 | the ωB97M-V functional and the def2-TZVPD basis
Tc 3.80949 -16.34897 -13.74825
C 9.64686 -18.56001 -14.92314
C 9.13095 -18.49894 -13.48442
N 7.65404 -18.76621 -13.27211
C 7.29899 -20.22197 -13.10958
C 6.80052 -20.86810 -14.37344
C 6.78315 -17.69866 -13.37797
S 5.11078 -18.14144 -13.27250
N 7.26518 -16.43823 -13.43198
C 6.46361 -15.37010 -13.28902
O 5.24635 -15.28678 -12.74780
C 7.13511 -14.08939 -13.53498
C 6.40471 -12.86020 -13.44243
C 7.07221 -11.66529 -13.50904
C 8.43432 -11.57061 -13.85581
C 9.08285 -12.76912 -14.19813
C 8.48140 -14.00958 -13.88071
H 10.63265 -19.00745 -15.01830
H 9.81840 -17.55539 -15.24334
H 9.01675 -19.04301 -15.63310
H 9.32985 -17.50550 -13.02174
H 9.54996 -19.31855 -12.83184
H 6.39176 -20.26934 -12.42855
H 8.18160 -20.58481 -12.63122
H 7.67358 -20.96735 -15.02100
H 6.00890 -20.23411 -14.76468
H 6.38997 -21.91327 -14.16435
H 5.31473 -12.86583 -13.41725
H 6.52958 -10.73303 -13.30227
H 8.94642 -10.63936 -13.70312
H 10.12241 -12.75182 -14.66495
H 9.06387 -14.91937 -13.90787
S 2.48217 -14.34220 -13.11062
C 2.76720 -13.50507 -14.60428
C 2.39961 -12.15686 -14.85106
N 2.07748 -11.01296 -14.89465
C 3.51734 -14.05883 -15.69105
S 4.26751 -15.64570 -15.86129
C 3.84550 -13.09790 -16.68419
N 3.90865 -12.31629 -17.56995
F -2.73238 -18.31605 -10.98734
C -1.75340 -18.26026 -11.87131
C -1.91210 -18.56910 -13.26027
F -2.97153 -19.20630 -13.73391
C -0.84815 -18.35889 -14.12599
F -0.88868 -18.75799 -15.40737
C 0.39492 -17.89150 -13.67631
P 1.89663 -17.52383 -14.64783
C 2.35703 -19.12085 -15.42195
C 1.53699 -20.27934 -15.33522
C 1.65023 -21.31609 -16.27426
C 2.69794 -21.22172 -17.23495
C 3.51726 -20.13607 -17.28078
C 3.42236 -19.12482 -16.28528
C 1.18660 -16.52947 -15.97627
C 1.42796 -16.73256 -17.35820
C 0.75015 -15.94799 -18.28225
C -0.16246 -14.96881 -17.86786
C -0.40194 -14.76455 -16.55941
C 0.37818 -15.42537 -15.58162
C 0.57213 -17.76613 -12.29480
Br 2.25888 -17.36496 -11.40070
C -0.50681 -17.84967 -11.42967
F -0.27275 -17.47869 -10.10037
H 0.81106 -20.36094 -14.56521
H 0.94753 -22.11689 -16.30004
H 2.75656 -21.98329 -17.96913
H 4.28424 -19.94024 -18.15395
H 4.14549 -18.33863 -16.19878
H 2.12041 -17.51484 -17.68659
H 1.02575 -16.07026 -19.33995
H -0.72676 -14.47782 -18.62849
H -1.17713 -14.08979 -16.17909
H 0.16517 -15.17635 -14.57791
C 4.88457 -11.30478 -4.24451
C 6.29252 -11.82410 -4.72778
N 6.27225 -13.20372 -5.33011
C 5.22983 -13.26583 -6.52313
C 3.93401 -12.57390 -6.17312
N 3.84340 -12.33449 -4.67266
C 4.20212 -13.62522 -3.96735
C 5.62430 -14.13654 -4.30882
H 4.61242 -10.32421 -4.63975
H 4.92674 -11.22808 -3.19184
H 7.12946 -11.79035 -3.95080
H 6.68295 -11.18582 -5.49103
H 5.11205 -14.29839 -6.86902
H 5.68147 -12.80326 -7.42067
H 3.07646 -13.15307 -6.60167
H 3.83572 -11.54584 -6.69077
H 3.49177 -14.39901 -4.33682
H 4.01669 -13.46550 -2.90349
H 5.56033 -15.17833 -4.73199
H 6.24425 -14.19276 -3.42072
```

Output
LUMO (alpha / beta)   -0.1636 / -0.1925 hartree
Net charge   +1
2S+1   4
Relative energy (zero: lowest compared OMol25 entry of this formula, charge and spin)   32.3 kJ/mol
HOMO (alpha / beta)   -9.34 / -9.34 eV
Kohn-Sham gap (alpha / beta)   4.88 / 4.10 eV

How is the electron density shared among the atoms? According to Mulliken, the charges in e are: Tc 0.450; C -1.152; C -0.512; N -0.013; C -0.841; C -0.376; C 0.535; S -0.384; N -0.224; C 0.300; O -0.844; C 0.780; C -0.370; C -0.741; C -0.461; C -0.615; C -0.048; H 0.372; H 0.303; H 0.306; H 0.414; H 0.387; H 0.319; H 0.496; H 0.313; H -0.105; H 0.346; H 0.307; H 0.382; H 0.411; H 0.333; H 0.387; S -0.133; C 1.021; C -0.469; N -0.443; C 1.298; S -0.517; C -0.684; N -0.460; F -0.251; C 0.260; C 0.241; F -0.241; C 0.457; F -0.320; C 0.075; P 1.596; C 0.921; C -0.699; C -0.824; C -0.667; C -0.577; C -0.759; C 1.092; C -0.287; C -0.548; C -0.703; C -0.763; C -1.025; C -0.428; Br -0.148; C 0.383; F -0.292; H 0.637; H 0.481; H 0.457; H 0.307; H 0.341; H 0.279; H 0.396; H 0.464; H 0.455; H 0.622; C -0.625; C -0.461; N -0.315; C -0.474; C -0.440; N -0.294; C -0.471; C -0.583; H 0.359; H 0.289; H 0.351; H 0.297; H 0.282; H 0.279; H 0.269; H 0.270; H 0.272; H 0.376; H 0.328; H 0.291

The calculation returns the following electronic energy values, one per record and in order: -4818.80577, -4118.44417, -6540.02059 Eh.